i:
DFT (wB97M-V/def2-TZVPD) results for a structure of composition C4H3O2S.

Atoms and positions in Å:
1 C -1.4617 0.7309 -0.0533
2 C -0.8200 -0.1150 -0.7550
3 C 1.1256 -0.3838 -0.5170
4 C 1.2861 -0.6547 0.9144
5 O 1.8543 -0.3674 -1.4802
6 O 0.9549 -1.5309 1.6952
7 S 1.5779 1.0204 1.2443
8 H -2.5270 0.9024 -0.2230
9 H -0.7748 1.0797 0.7594
10 H -1.2154 -0.6816 -1.5848

charge: -1
frontier orbital gap: 7.821 eV

***

ii:
DFT (wB97M-V/def2-TZVPD) results for the ion C4H3O2S with charge -1.

Atoms and positions in Å:
1 O 1.8379 1.6746 0.8351
2 C 1.1871 0.7863 0.3064
3 C 1.0569 -0.4384 -0.4086
4 C -0.1337 0.0649 0.5059
5 C -1.6893 0.0694 -0.2282
6 O -1.6537 0.4956 -1.4316
7 S -3.0183 -0.6542 0.6074
8 H 0.8379 -0.3756 -1.4580
9 H 1.5352 -1.3440 -0.2092
10 H 0.0398 -0.2787 1.4808

charge: -1
frontier orbital gap: 7.519 eV

***

The relative energies come out as i 41.8; ii 0.0, with values in kJ/mol.

***

i:
DFT (wB97M-V/def2-TZVPD) results for an isolated molecule of C16H19N3O3.

Atoms and positions in Å:
1 N -0.0998 1.2092 1.3277
2 C -0.2382 -0.2461 1.4561
3 C -0.6986 -1.0093 0.2038
4 C -2.0323 -0.4334 -0.2129
5 C -3.1707 -0.7201 0.4123
6 N -4.1982 -0.0693 -0.1716
7 C -3.6888 0.7724 -1.1663
8 C -4.3180 1.6975 -1.9480
9 C -3.5655 2.2976 -2.9639
10 C -2.2259 1.9623 -3.1341
11 C -1.5434 1.0867 -2.3212
12 C -2.3059 0.4729 -1.2674
13 C 0.9579 -1.0314 2.0122
14 O 0.8010 -1.8420 2.8776
15 N 2.1956 -0.9317 1.4337
16 C 3.2367 -1.8912 1.9314
17 C 4.5152 -1.5583 1.1922
18 C 4.3646 -0.0078 1.1125
19 C 2.8326 0.2311 0.8228
20 C 2.4122 0.1449 -0.6518
21 O 3.0704 -0.5467 -1.3622
22 O 1.2691 0.6987 -1.0015
23 H 0.3811 1.6550 2.0901
24 H -0.9995 1.6115 1.1212
25 H -0.9752 -0.3658 2.2607
26 H -0.0740 -1.0655 -0.6831
27 H -0.8833 -2.0010 0.5413
28 H -3.2858 -1.4164 1.2607
29 H -5.0674 0.0151 0.3033
30 H -5.3650 1.9606 -1.8467
31 H -4.0407 2.9242 -3.7096
32 H -1.7139 2.3868 -3.9956
33 H -0.5013 0.8540 -2.4455
34 H 2.8468 -2.8848 1.8627
35 H 3.2808 -1.7352 3.0080
36 H 4.4684 -2.0012 0.1763
37 H 5.3403 -1.9423 1.7753
38 H 4.9448 0.3878 0.2394
39 H 4.6325 0.4730 2.0925
40 H 2.4969 1.1847 1.2712
41 H 0.9147 1.4162 -0.4270

charge: 0
frontier orbital gap: 8.479 eV

***

ii:
DFT (wB97M-V/def2-TZVPD) results for an isolated molecule of C16H19N3O3.

Atoms and positions in Å:
1 N -0.0321 -0.2601 1.5279
2 C 0.2982 -1.2734 0.4974
3 C -0.6131 -1.0621 -0.7821
4 C -2.0358 -1.0830 -0.4384
5 C -2.8336 -2.1961 -0.4775
6 N -4.1423 -1.8055 -0.1646
7 C -4.2073 -0.4377 -0.1360
8 C -5.2811 0.4715 0.0770
9 C -4.9846 1.8358 -0.0153
10 C -3.6839 2.3129 -0.0837
11 C -2.6264 1.4262 -0.2294
12 C -2.9057 0.0430 -0.3293
13 C 1.7498 -1.5079 0.0413
14 O 2.0973 -2.6488 -0.1812
15 N 2.6975 -0.5243 -0.1471
16 C 4.0760 -1.0054 -0.4134
17 C 4.9062 0.2236 -0.6081
18 C 4.3288 1.0713 0.5371
19 C 2.7989 0.7582 0.5778
20 C 1.9872 1.8484 -0.2076
21 O 2.4648 2.4835 -1.0938
22 O 0.6904 1.7726 -0.0530
23 H 0.4665 -0.4921 2.3830
24 H -1.0294 -0.2594 1.7535
25 H 0.0841 -2.3051 0.8455
26 H -0.3645 -0.0988 -1.2847
27 H -0.3991 -1.8968 -1.4632
28 H -2.5519 -3.2080 -0.7570
29 H -4.9547 -2.4033 -0.2059
30 H -6.3072 0.1786 0.1337
31 H -5.8198 2.5263 0.0354
32 H -3.4539 3.3933 -0.0816
33 H -1.5522 1.7648 -0.3176
34 H 4.0417 -1.6228 -1.3410
35 H 4.3909 -1.6523 0.3586
36 H 4.7718 0.7701 -1.5776
37 H 5.9993 -0.0058 -0.5759
38 H 4.5035 2.1314 0.4874
39 H 4.7836 0.6415 1.3928
40 H 2.3287 0.7259 1.5732
41 H 0.3134 1.3697 0.7434

charge: 0
frontier orbital gap: 8.661 eV

***

The relative energies come out as i 14.9; ii 0.0, with values in kJ/mol.